--- A ---
The following is a quantum chemistry calculation of C2H6S in the gas phase, from the Open Molecules 2025 dataset.

Calculated values
highest occupied orbital energy = -9.1 eV
frontier orbital gap = 10.15 eV

Geometry as XYZ:
```
9
C2H6S (ωB97M-V/def2-TZVPD)
S -1.670 -0.548 0.707
C -0.068 -0.703 -0.228
C 0.787 0.547 -0.024
H 0.175 1.399 -0.312
H 0.922 0.683 1.055
H 1.799 0.442 -0.405
H -0.350 -0.916 -1.251
H 0.398 -1.552 0.271
H -1.991 0.647 0.187
```

--- B ---
The following is a quantum chemistry calculation of C2H6S in the gas phase, from the Open Molecules 2025 dataset.

Calculated values
highest occupied orbital energy = -8.3 eV
frontier orbital gap = 9.43 eV

Geometry as XYZ:
```
9
C2H6S (ωB97M-V/def2-TZVPD)
S 0.607 -0.469 -0.523
C 0.175 -1.230 0.966
C -0.183 1.204 -0.940
H 0.470 -0.525 1.726
H 0.792 -2.128 0.935
H 0.424 2.019 -0.720
H -0.887 -1.360 1.143
H -0.227 1.122 -2.036
H -1.170 1.367 -0.550
```

--- C ---
The following is a quantum chemistry calculation of a 2-piece molecular cluster, C2H6S overall, from the Open Molecules 2025 dataset.

Calculated values
highest occupied orbital energy = -9.9 eV
frontier orbital gap = 10.78 eV

Geometry as XYZ:
```
9
C2H6S (ωB97M-V/def2-TZVPD)
S 1.154 2.502 -0.421
C -1.262 -1.184 -0.347
C -0.500 -1.030 0.725
H -1.174 -0.427 -1.117
H 1.596 1.469 0.311
H -0.632 -1.610 1.627
H 0.265 -0.271 0.724
H 2.407 2.603 -0.881
H -1.854 -2.052 -0.620
```

Going by the computed energies, the most stable comes first: A, B, C.

--- A ---
The following is a quantum chemistry calculation of a 2-piece molecular cluster, C4H6N2O overall, from the Open Molecules 2025 dataset.

Calculated values
highest occupied orbital energy = -8.0 eV
frontier orbital gap = 7.43 eV

Geometry as XYZ:
```
13
C4H6N2O (ωB97M-V/def2-TZVPD)
O -1.144 1.896 -0.133
N -0.124 0.967 -0.064
N 2.012 0.102 -0.121
C -1.670 -1.054 -0.047
C 1.005 -0.927 -0.014
C 1.240 1.117 -0.180
C -0.468 -0.381 0.136
H 1.516 -1.539 0.906
H 1.879 2.150 -0.087
H -2.723 -0.531 -0.593
H 0.936 -1.919 -0.735
H -1.712 -2.218 -0.151
H -0.749 2.339 1.082
```

--- B ---
The following is a quantum chemistry calculation of C4H6N2O in the gas phase, from the Open Molecules 2025 dataset.

Calculated values
highest occupied orbital energy = -7.6 eV
frontier orbital gap = 7.75 eV

Geometry as XYZ:
```
13
C4H6N2O (ωB97M-V/def2-TZVPD)
O 1.426 1.510 -0.035
N -0.308 -0.089 -1.938
N 0.275 0.194 1.565
C 0.696 0.367 0.230
C -1.250 -1.019 0.241
C -0.783 -0.650 1.527
C -0.452 -0.210 -0.548
H -0.774 0.761 -2.244
H -1.168 -0.998 2.486
H 1.206 -0.581 -0.084
H 1.522 1.541 -0.998
H -0.750 -0.871 -2.406
H 0.790 0.529 2.367
```

--- C ---
The following is a quantum chemistry calculation of C4H6N2O in the gas phase, from the Open Molecules 2025 dataset.

Calculated values
highest occupied orbital energy = -7.9 eV
frontier orbital gap = 8.68 eV

Geometry as XYZ:
```
13
C4H6N2O (ωB97M-V/def2-TZVPD)
O -0.704 1.998 -0.775
N -0.708 0.514 1.799
N 0.474 -1.657 0.199
C 0.939 -1.212 -0.921
C 0.633 0.129 -1.296
C -0.964 0.050 0.586
C -0.296 0.731 -0.503
H -1.232 0.160 2.587
H 0.618 -2.661 0.311
H -1.475 2.210 -0.232
H 1.023 0.609 -2.184
H 1.518 -1.832 -1.614
H 0.174 0.961 2.044
```

--- D ---
The following is a quantum chemistry calculation of C4H6N2O as an isolated structure, from the Open Molecules 2025 dataset.

Calculated values
highest occupied orbital energy = -8.6 eV
frontier orbital gap = 8.87 eV

Geometry as XYZ:
```
13
C4H6N2O (ωB97M-V/def2-TZVPD)
O -1.935 0.153 -2.230
N -0.317 -0.324 -0.523
N -1.412 -0.659 -1.519
C 0.079 -1.483 0.250
C 0.897 0.957 0.376
C 1.957 1.247 0.900
C -0.534 1.027 -0.038
H 2.654 1.610 1.606
H -0.645 1.737 -0.860
H -0.032 -1.328 1.326
H -0.537 -2.330 -0.041
H 1.117 -1.717 0.010
H -1.292 1.110 0.744
```

Going by the computed energies, the most stable comes first: C, B, D, A.

--- A ---
The following is a quantum chemistry calculation of C42H48NP2Sb2Ti as an isolated structure, from the Open Molecules 2025 dataset.

Calculated values
highest occupied orbital energy (spin up / spin down) = -9.5 / -10.5 eV
frontier orbital gap (spin up / spin down) = 7.36 / 8.24 eV
total charge = +1
2S+1 = 3

Geometry as XYZ:
```
96
C42H48NP2Sb2Ti (ωB97M-V/def2-TZVPD)
Sb 1.764 -2.536 0.546
Sb 1.923 1.232 -1.219
Ti -0.260 -1.237 -1.133
P -1.996 0.583 -1.417
P -1.363 -0.379 1.038
N -2.439 0.596 0.202
C -2.292 -1.286 2.255
C -3.239 -3.346 3.060
C -1.969 3.424 -1.263
C -3.229 -1.421 4.481
C 0.469 -3.011 -2.390
C -1.645 4.685 -1.785
C 2.518 -2.017 2.452
C 0.246 0.328 3.231
C -5.937 0.064 -3.705
C -4.541 -0.427 -1.725
C 2.924 0.864 0.687
C 4.472 -1.239 0.399
C -0.937 4.794 -2.959
C -3.517 1.356 0.765
C -4.926 0.821 -4.231
C 3.517 -1.924 -0.526
C -3.754 1.078 -3.509
C -1.761 -2.805 -2.034
C 6.298 -0.012 2.110
C -3.592 0.423 -2.238
C -5.723 -0.599 -2.464
C 3.636 1.196 -2.478
C 5.630 -1.933 0.828
C 5.178 0.666 1.701
C 1.149 2.519 3.666
C -0.021 -2.071 -3.351
C -0.419 0.776 2.118
C -0.586 3.630 -3.646
C -1.396 -1.932 -3.127
C -1.575 2.267 -1.937
C 6.530 -1.312 1.695
C -3.524 -2.737 4.269
C 2.003 3.370 -1.144
C 4.247 0.091 0.831
C -0.262 2.135 1.744
C 1.038 1.194 4.011
C -2.574 -2.648 2.058
C -2.642 -0.696 3.504
C 0.490 3.005 2.524
C 2.200 -4.609 0.862
C -0.613 -3.453 -1.590
C -0.849 2.410 -3.151
H 1.513 3.897 -1.966
H 1.970 -2.627 3.205
H -3.491 -4.384 2.974
H 1.532 3.765 -0.235
H 3.576 0.541 -3.338
H 4.023 -2.806 -0.942
H 0.126 -0.673 3.533
H -4.394 -0.987 -0.837
H 3.112 -1.364 -1.411
H -6.455 -1.307 -2.045
H -4.085 -3.271 5.028
H -2.760 -3.038 -1.841
H 2.590 -0.942 2.715
H 1.777 -5.261 0.121
H 3.714 2.213 -2.784
H 4.972 1.695 2.040
H -2.080 -1.282 -3.681
H -0.687 5.775 -3.361
H -0.524 -4.185 -0.796
H 3.299 -4.717 0.940
H 7.442 -1.826 1.894
H 1.837 -4.920 1.832
H -3.973 1.885 -0.063
H 1.506 -3.272 -2.319
H -2.480 3.399 -0.316
H -4.234 0.826 1.386
H -2.369 -3.164 1.112
H 0.021 3.693 -4.551
H -0.599 1.508 -3.647
H 7.051 0.495 2.666
H -3.118 2.118 1.413
H 2.165 0.323 1.234
H 5.805 -2.983 0.505
H -2.434 0.344 3.658
H 1.522 0.795 4.914
H 0.519 -1.471 -4.089
H 3.049 3.670 -1.111
H -6.860 -0.117 -4.216
H 2.925 1.860 1.163
H 1.719 3.154 4.304
H -3.075 1.826 -3.888
H -2.042 5.514 -1.239
H 0.528 4.088 2.293
H 3.516 -2.373 2.513
H -0.792 2.490 0.894
H 4.575 0.919 -1.901
H -3.567 -0.964 5.452
H -5.018 1.263 -5.222
```

--- B ---
The following is a quantum chemistry calculation of C42H48NP2Sb2Ti as an isolated structure, from the Open Molecules 2025 dataset.

Calculated values
highest occupied orbital energy (spin up / spin down) = -9.9 / -10.5 eV
frontier orbital gap (spin up / spin down) = 7.32 / 8.09 eV
total charge = +1
2S+1 = 3

Geometry as XYZ:
```
96
C42H48NP2Sb2Ti (ωB97M-V/def2-TZVPD)
Sb 0.653 2.509 -1.556
Sb 2.609 -1.048 -1.284
Ti -0.024 -0.183 -2.180
P -0.837 0.322 1.626
P -1.543 -1.428 -0.391
N -1.014 -1.434 1.284
C 0.317 0.430 -4.500
C -0.418 3.895 -2.707
C 5.385 1.235 -0.155
C 0.413 3.769 0.121
C -2.602 -5.369 -0.030
C -2.249 0.688 2.660
C 3.124 -2.707 -2.519
C -3.136 -0.601 -0.127
C 3.836 -1.565 0.350
C 3.717 2.674 -1.001
C 4.369 1.444 -1.053
C -2.956 -4.724 -2.313
C -0.175 -1.751 -3.954
C 0.593 0.385 2.764
C -1.079 0.384 -4.253
C 5.081 3.328 0.945
C 1.544 -0.164 4.891
C 4.103 3.602 -0.007
C 2.754 0.324 4.456
C -3.918 0.169 4.265
C 0.197 -2.214 1.580
C -4.732 1.025 -0.844
C -2.842 -0.220 3.523
C -3.033 -5.682 -1.311
C 0.449 -0.150 4.051
C -5.176 -0.415 1.059
C 1.789 0.919 2.333
C -2.493 -3.466 -1.991
C -2.775 1.973 2.532
C -3.916 2.355 3.223
C -4.003 -1.103 0.836
C 4.068 0.385 -2.045
C -4.474 1.424 4.141
C -3.500 0.401 -0.968
C 2.720 3.121 -2.059
C -2.070 -3.134 -0.716
C 5.775 2.156 0.807
C 2.914 0.849 3.170
C -5.532 0.617 0.203
C -2.123 -4.122 0.276
C 0.886 -0.846 -4.276
C -1.354 -0.966 -3.954
H -0.488 -0.463 4.430
H 5.227 4.129 1.657
H -1.789 -3.948 1.303
H -4.358 3.323 3.194
H -5.355 1.649 4.701
H 3.601 4.560 0.070
H -2.803 0.730 -1.730
H 0.274 -3.116 0.993
H -2.337 2.716 1.853
H -6.521 1.103 0.342
H 3.474 -2.557 0.710
H -2.625 -6.108 0.755
H -1.273 4.273 -2.138
H -5.051 1.802 -1.558
H -3.495 -6.629 -1.535
H -1.783 1.179 -4.424
H -0.076 -2.803 -3.739
H -2.446 -1.213 3.707
H -2.480 -2.699 -2.740
H 1.886 -1.208 -4.431
H -5.868 -0.706 1.847
H 1.481 -0.484 5.941
H 5.960 0.311 -0.199
H 3.835 1.256 2.796
H 4.891 -1.653 0.016
H 6.627 1.923 1.451
H 2.912 2.723 -3.065
H 0.238 -2.483 2.611
H 0.416 4.792 -0.279
H 3.543 0.375 5.160
H 3.778 -0.898 1.214
H 1.279 3.638 0.778
H -0.545 3.528 0.596
H -0.833 3.446 -3.639
H -3.363 -4.962 -3.289
H 0.266 4.694 -3.006
H -4.348 -0.638 4.851
H 1.849 1.303 1.321
H 4.917 -0.275 -2.276
H 2.621 4.240 -2.146
H 0.930 1.290 -4.736
H 3.763 -3.423 -1.956
H 3.733 0.746 -2.974
H 3.713 -2.374 -3.329
H 2.258 -3.193 -2.947
H -2.357 -1.308 -3.830
H -3.747 -1.999 1.405
H 1.151 -1.682 1.360
```

Going by the computed energies, the most stable comes first: A, B.